{
  "formula": "C23H41N2P3PtS",
  "method": "ωB97M-V with the def2-TZVPD basis set",
  "symbols": ["Pt", "S", "P", "P", "P", "N", "N", "C", "C", "C", "C", "C", "C", "C", "C", "C", "C", "C", "C", "C", "C", "C", "C", "C", "C", "C", "C", "C", "C", "C", "H", "H", "H", "H", "H", "H", "H", "H", "H", "H", "H", "H", "H", "H", "H", "H", "H", "H", "H", "H", "H", "H", "H", "H", "H", "H", "H", "H", "H", "H", "H", "H", "H", "H", "H", "H", "H", "H", "H", "H", "H"],
  "xyz": [[0.0484, 0.1252, 0.0483], [-1.2436, -1.4745, -2.3575], [0.6219, 1.3395, -1.8384], [-1.9236, 1.2901, 0.5255], [2.0527, 0.9238, 1.2813], [-0.2800, -0.3296, 3.0768], [-0.6811, -0.6501, 8.4559], [-0.3644, -0.5252, 5.8560], [-3.2107, 0.4574, -0.4465], [1.2526, 3.0042, -1.4587], [-0.6081, -4.1888, -5.9824], [-0.2426, 0.7158, 5.2376], [-0.5228, -0.5970, 7.2944], [2.6742, -0.0587, 2.7154], [0.0887, -3.5800, -3.7232], [-0.6267, 1.6677, -3.1487], [1.9689, 0.5929, -2.8136], [-2.7461, 1.4534, 2.1569], [-0.4120, -1.6711, 5.0548], [-0.2186, 0.7714, 3.8409], [3.5021, 0.7831, 0.1711], [-0.9951, -2.6761, -3.6508], [-1.8671, 3.0446, 0.0260], [-1.9288, -2.5957, -4.7109], [2.2756, 2.6537, 1.9258], [-0.2616, -1.5300, 3.6691], [-0.8158, -2.0164, 0.5218], [0.6012, -2.0297, 0.4022], [-1.7101, -3.3262, -5.8792], [0.2888, -4.3014, -4.9128], [1.0387, -2.2990, -0.5669], [1.3204, 3.5633, -2.3990], [1.6501, 0.6566, -3.8612], [-4.1768, 0.8925, -0.1671], [3.4842, -0.1794, -0.3513], [2.2468, 2.9364, -1.0173], [3.3534, 2.8642, 2.0091], [1.8488, 2.7604, 2.9317], [-0.4210, -4.7335, -6.9195], [-0.9328, 2.7104, -3.0379], [2.3067, 0.3684, 3.6570], [-3.7702, 1.8475, 2.0712], [3.5646, 1.5898, -0.5644], [-2.7646, 3.5230, 0.4352], [0.0333, -1.0439, -1.7701], [4.3900, 0.8261, 0.8125], [-0.1595, -2.4179, 3.0394], [2.9002, 1.1623, -2.6884], [-1.8426, 3.1831, -1.0593], [-1.3130, -1.8768, 1.4803], [2.3204, -1.0918, 2.6376], [-3.1948, -0.6102, -0.1950], [-0.1483, 1.7426, 3.3333], [1.1762, -4.9219, -5.0497], [-2.7767, 0.4704, 2.6342], [-2.1878, 2.1388, 2.8030], [1.8194, 3.4114, 1.2757], [-2.7622, -1.8940, -4.6280], [-1.3840, -2.5659, -0.2580], [-0.9962, 3.5313, 0.4813], [2.1691, -0.4561, -2.5572], [3.7710, -0.0537, 2.7510], [1.2361, -2.1635, 1.2701], [0.6204, 3.5660, -0.7684], [-1.5230, 1.0369, -3.1342], [-0.2183, 1.6278, 5.8301], [-0.1424, 1.5327, -4.1268], [-0.6376, -2.6479, 5.4801], [-3.0361, 0.5665, -1.5228], [0.7829, -3.6309, -2.8810], [-2.3613, -3.1944, -6.7467]],
  "forces_ev_per_angstrom": [[0.54, -0.08, 1.97], [0.74, -0.59, -1.41], [0.50, 1.24, -1.81], [-1.99, 1.31, 0.62], [1.90, 0.87, 1.22], [0.63, -0.14, 0.63], [0.42, 0.15, -2.90], [-0.45, -0.26, 0.33], [0.32, -0.19, -0.27], [0.04, 0.17, 0.20], [-0.21, 0.11, -0.69], [0.08, 0.33, -0.66], [-0.29, -0.24, 2.25], [-0.54, -0.31, 0.07], [0.75, -0.54, -1.00], [-0.45, 0.06, 0.13], [0.36, -0.34, -0.09], [0.62, -0.44, 0.39], [-0.10, -0.06, -0.32], [0.01, 0.21, 0.23], [-0.29, -0.26, -0.47], [0.59, 0.56, 0.71], [0.28, -0.08, -0.14], [-0.58, -0.25, -1.37], [-0.70, 0.05, -0.10], [-0.45, 0.15, 0.34], [0.92, -1.10, 0.19], [-1.14, -0.39, 0.00], [-0.84, 0.92, 0.56], [0.83, 0.43, 1.97], [-0.07, -0.22, 0.50], [0.04, -0.10, 0.07], [0.34, -0.13, 0.22], [0.10, -0.06, -0.10], [0.19, 0.12, 0.07], [-0.10, 0.08, -0.15], [-0.23, -0.27, -0.16], [0.04, -0.12, -0.29], [-0.14, 0.19, 0.50], [-0.03, -0.06, -0.19], [0.03, -0.14, -0.31], [0.31, -0.14, -0.42], [0.01, -0.22, 0.21], [0.05, -0.09, -0.14], [-1.43, -1.30, -1.37], [-0.16, 0.00, -0.13], [-0.23, 0.17, 0.23], [-0.28, -0.18, -0.06], [-0.02, -0.03, 0.23], [0.22, -0.14, -0.25], [0.28, 0.18, 0.19], [-0.25, 0.22, -0.03], [-0.13, -0.48, 0.22], [-0.28, 0.06, 0.29], [-0.15, 0.17, 0.06], [-0.14, -0.14, -0.16], [0.19, -0.20, 0.18], [0.17, -0.30, -0.19], [0.22, 1.06, 0.57], [-0.25, -0.05, -0.03], [-0.02, 0.26, -0.12], [-0.26, 0.09, -0.25], [0.03, 0.43, -0.02], [0.01, -0.13, -0.24], [0.34, 0.22, 0.10], [0.03, -0.12, -0.16], [-0.16, 0.19, 0.33], [0.46, 0.13, -0.04], [-0.16, 0.04, 0.27], [-0.11, -0.21, -0.45], [0.05, -0.06, 0.40]],
  "mulliken_charge": [1.280, 0.235, 1.120, 0.877, 0.513, 0.810, -0.262, 0.467, -1.314, -1.384, -0.324, -1.032, -0.474, -1.125, -0.301, -1.346, -1.315, -1.384, -0.936, -0.416, -1.277, 0.856, -1.274, -0.514, -1.389, -0.131, -0.898, -0.355, -0.632, -0.608, 0.124, 0.546, 0.525, 0.581, 0.344, 0.412, 0.490, 0.437, 0.441, 0.498, 0.373, 0.656, 0.375, 0.553, -0.468, 0.610, 0.390, 0.454, 0.337, 0.327, 0.220, 0.401, 0.590, 0.436, 0.386, 0.395, 0.369, 0.449, 0.429, 0.347, 0.297, 0.597, 0.419, 0.271, 0.226, 0.572, 0.502, 0.537, 0.266, 0.386, 0.430],
  "e_homo_ev": [-19.892, -20.158],
  "multiplicity": 5,
  "charge": 4,
  "gap_ha": [0.2976, 0.1526]
}

{
  "formula": "C36H72O27",
  "method": "ωB97M-V with the def2-TZVPD basis set",
  "symbols": ["O", "O", "O", "O", "O", "O", "O", "O", "O", "O", "O", "O", "O", "O", "O", "O", "O", "O", "O", "O", "O", "O", "O", "O", "O", "O", "O", "C", "C", "C", "C", "C", "C", "C", "C", "C", "C", "C", "C", "C", "C", "C", "C", "C", "C", "C", "C", "C", "C", "C", "C", "C", "C", "C", "C", "C", "C", "C", "C", "C", "C", "C", "C", "H", "H", "H", "H", "H", "H", "H", "H", "H", "H", "H", "H", "H", "H", "H", "H", "H", "H", "H", "H", "H", "H", "H", "H", "H", "H", "H", "H", "H", "H", "H", "H", "H", "H", "H", "H", "H", "H", "H", "H", "H", "H", "H", "H", "H", "H", "H", "H", "H", "H", "H", "H", "H", "H", "H", "H", "H", "H", "H", "H", "H", "H", "H", "H", "H", "H", "H", "H", "H", "H", "H", "H"],
  "xyz": [[8.5795, -1.1078, -3.7099], [-1.5067, 0.0939, -9.6056], [1.6831, -1.4264, -2.2557], [0.4502, 0.5338, -2.0728], [-4.3714, 1.2167, -1.3488], [-0.5172, 1.5787, -8.2703], [-4.5319, -1.5343, -5.3132], [-3.7569, -0.4784, 0.0443], [4.6595, -2.9979, 7.9844], [2.1115, -0.0167, -0.4323], [-2.4511, -0.8966, -5.8835], [7.1849, 0.0966, -2.3975], [-5.0770, 0.9152, 0.8769], [2.6780, -1.9251, 7.7282], [-3.2439, 2.8063, 2.9604], [-3.5723, -2.7744, -6.7985], [-0.8857, 2.2214, -10.2834], [-0.0692, 1.8766, 6.7378], [-0.4922, -2.5920, 5.3923], [-3.1442, 0.5225, 3.1226], [-1.8627, 1.4927, 1.5863], [0.0586, -3.1977, 3.3615], [8.6004, -1.4073, -1.4244], [3.2685, -2.4719, 9.6149], [-0.2035, 2.6932, 4.6300], [-1.8578, 3.1803, 6.0061], [-2.0441, -2.4394, 3.6593], [-1.6463, 2.5046, 0.6091], [-1.1969, 2.0267, -11.6707], [4.0385, -2.9729, 10.7408], [-0.9461, -2.7113, 4.0952], [0.9130, 1.9382, 4.2064], [1.4598, -0.3575, -1.7274], [9.2943, -2.3187, -3.8665], [0.4966, 0.5028, 3.9667], [0.2056, -2.3207, 1.2038], [8.1405, -0.8565, -2.3898], [-1.0173, 1.2024, -9.4337], [-5.9750, 2.0560, 0.8152], [-2.7467, 2.1730, -11.8180], [-2.7467, 1.7250, 2.5972], [3.7068, -0.6421, 5.5791], [-0.1423, -3.5421, 2.0531], [-0.1340, 0.4930, -3.3720], [2.6954, -1.6510, 6.2837], [-3.7187, 0.4084, 4.4511], [-2.5542, -3.1473, -7.7617], [3.6500, -2.4902, 8.3946], [-1.3717, -2.1561, 6.4256], [-7.1565, 1.7133, 1.7889], [-4.3341, 0.6300, -0.2501], [5.7839, 1.7441, -1.2426], [-1.5788, -4.1114, -7.1586], [-4.6534, -0.4296, -4.4056], [-2.6515, -0.9587, -0.8190], [1.9632, 1.2248, 0.2576], [-0.7554, 3.7273, 0.8982], [-0.7126, 2.5196, 5.8786], [-3.3964, -1.6754, -5.9736], [-2.4088, 3.3437, 7.3383], [6.8443, 0.6234, -1.1243], [3.0871, 1.4082, 1.3708], [-0.1373, 0.6813, -7.2705], [-7.7734, 0.8631, 1.4981], [-1.0759, -3.9933, 1.7170], [0.2382, 3.3344, 1.1140], [-0.5526, 4.3957, 0.0614], [4.7784, -0.8415, 5.5680], [-0.6152, 1.0767, -6.3742], [2.7342, -2.6043, 5.7566], [-0.7270, -0.3957, -3.5878], [-3.2097, 3.1454, -11.6500], [6.4708, -0.2217, -0.5460], [4.9332, -3.4742, 10.3715], [-2.9375, -1.3569, -1.7925], [3.0060, 0.5036, 1.9736], [1.3741, 0.1131, 3.4506], [3.4329, -0.4352, 4.5446], [-0.8038, 1.3358, -3.2007], [-1.3266, 1.9072, -0.2447], [0.5918, 0.6352, -4.1727], [-0.2889, -0.3760, -7.4881], [-1.1183, -4.7521, -7.9107], [0.2308, 0.0027, 4.8980], [9.4932, -2.5643, -4.9097], [-0.7650, 2.8258, -12.2732], [-1.9479, -0.1385, -0.9617], [-1.2064, -1.1121, 6.6918], [-5.3031, -0.6054, -3.5483], [3.6547, 0.3759, 5.9652], [-1.8460, 4.2099, 7.6862], [-3.1878, 1.0788, 5.1269], [-6.7361, 1.4191, 2.7506], [1.2697, -2.0954, 1.2750], [-1.1147, 4.2852, 1.7630], [-3.7045, -0.0629, -4.0141], [1.8921, 2.0712, -0.4256], [5.9171, 2.5259, -1.9903], [1.6896, -1.3082, 6.0411], [-2.4049, -2.2584, 6.0937], [0.9611, 1.2196, 0.6863], [-6.3538, 2.1987, -0.1969], [7.7563, 0.9862, -0.6501], [0.9412, 0.8244, -7.3370], [-7.8389, 2.5548, 1.9083], [8.6985, -3.1086, -3.4092], [-4.9320, 0.3910, -5.0667], [-0.7420, -3.6072, -6.6752], [-2.2789, 2.4892, 8.0025], [-2.0481, -2.2334, -8.0726], [4.0668, 1.5378, 0.9110], [-4.7715, 0.6446, 4.2966], [0.0576, -2.6255, 0.1678], [2.8010, 2.3158, 1.9023], [0.5518, -4.3692, 1.9041], [5.5409, 2.2352, -0.3003], [-2.6748, 2.7245, 0.3228], [-5.4499, 2.9862, 1.0325], [1.8518, 2.0553, 4.7477], [-3.4573, 3.6283, 7.2499], [3.4643, -3.6640, 11.3578], [-0.3365, 0.3584, 3.2788], [-0.9392, 1.0684, -12.1215], [-1.2617, -2.6571, 7.3873], [-2.8866, 1.9634, -12.8785], [10.2397, -2.5007, -3.3554], [4.8756, 1.1795, -1.4533], [-3.3532, 1.5201, -11.1904], [-2.9062, -3.6936, -8.6368], [-2.0117, -4.8032, -6.4361], [4.5248, -2.1553, 11.2730], [1.0725, 2.4365, 3.2502], [-3.5467, -0.5750, 4.8885], [-2.2601, -1.6512, -0.0738], [-0.3999, -1.4487, 1.4508]],
  "forces_ev_per_angstrom": [[-0.74, 1.09, 1.81], [0.55, 1.32, -0.75], [-0.08, 2.56, 0.89], [2.83, -1.24, 1.65], [0.50, -0.98, 2.69], [-0.64, 1.69, -1.34], [-0.30, -0.87, 0.89], [1.70, -1.39, -1.05], [0.51, 0.12, -0.64], [-0.69, -1.10, -3.34], [-0.97, -1.80, -0.49], [0.90, -0.55, -1.37], [0.38, 1.10, -1.45], [-0.92, 1.84, -2.22], [1.84, -2.50, -1.35], [0.10, 0.97, 0.51], [0.89, -0.32, -0.33], [-2.31, 1.54, -1.65], [0.10, -0.39, -0.96], [1.87, 0.15, -0.60], [-0.05, -0.32, 2.26], [-0.32, 0.10, 3.36], [-0.45, 0.30, -0.46], [-1.15, 0.08, 4.42], [-1.77, 1.07, 1.59], [0.01, -0.91, -0.23], [0.90, -0.19, 0.90], [-1.46, 0.49, -1.42], [-3.02, 0.53, 0.27], [1.44, -0.03, -1.42], [-0.63, 0.23, 0.40], [-0.78, -0.13, -1.30], [-0.54, -0.51, 1.90], [-0.12, -1.81, 0.61], [0.66, 0.06, -0.20], [0.27, -0.99, -0.64], [0.78, -0.19, -1.30], [-0.52, -1.85, 0.46], [-1.28, -0.75, 0.07], [0.38, -0.10, -0.74], [-2.31, 1.06, 1.46], [-0.26, 0.39, 1.11], [0.65, 0.01, -2.54], [-0.61, 0.29, 0.18], [0.71, -0.15, -1.14], [0.32, 1.08, -0.69], [0.89, 0.40, 0.52], [1.41, -1.04, -1.42], [-1.06, 0.72, -0.13], [0.98, 0.26, -0.24], [-2.65, 1.71, -1.30], [-0.55, -1.32, -0.10], [1.26, -0.43, 0.65], [0.92, 1.26, -0.73], [-0.39, 0.68, 1.64], [-0.25, 0.57, 0.25], [0.24, -1.19, 0.70], [2.99, -1.29, 1.18], [0.71, 0.33, -1.12], [0.77, 0.77, -0.20], [0.14, 0.80, 0.88], [-1.83, -0.48, -1.93], [1.05, -0.18, -0.09], [0.28, -0.02, -0.56], [-0.66, 0.47, 0.92], [0.14, 0.03, 0.41], [-0.73, -0.18, -0.25], [-0.18, -0.74, 0.26], [0.33, -0.68, 0.19], [0.41, -0.17, 0.20], [0.18, -0.19, 0.28], [0.77, 0.42, 0.09], [-0.15, 0.27, 0.32], [-0.26, -0.54, -0.33], [-0.40, -0.14, 0.36], [0.44, 0.26, 0.29], [-0.03, -0.89, 0.33], [-0.40, -0.79, -0.15], [-0.17, 0.04, -1.10], [0.67, 0.23, -0.01], [0.01, 0.19, 0.19], [-0.77, 0.24, 0.07], [-0.08, 0.10, -0.27], [0.47, -0.17, -0.05], [-0.51, 0.58, -0.07], [0.46, 0.00, 0.55], [-0.02, -0.04, -0.02], [0.22, 0.25, -0.47], [-0.26, -0.38, -0.63], [-0.29, -0.02, 0.68], [-0.24, -0.11, 0.70], [-0.43, 0.48, -0.09], [0.00, 0.33, 0.15], [-0.06, 0.19, 0.24], [-0.01, -0.01, -0.11], [0.27, -0.62, 0.04], [0.58, 0.03, -0.28], [0.42, -0.33, -0.09], [0.10, 0.23, 0.58], [0.00, -0.06, 0.02], [0.01, -0.13, 0.62], [0.05, -0.35, -0.12], [0.06, -0.03, 0.05], [0.26, -0.18, 1.14], [0.22, 0.14, 0.08], [-0.29, -0.25, -0.39], [-0.74, 0.23, 0.51], [-0.08, 0.07, 0.25], [0.15, -0.04, -0.35], [-0.07, -0.04, -0.23], [-0.16, -0.22, 0.21], [0.01, -0.01, 0.71], [-0.15, 0.35, -0.25], [0.20, -0.17, 0.26], [0.38, 0.22, -0.30], [0.65, -0.10, 0.17], [0.05, 1.04, -0.16], [0.11, -0.20, 0.58], [-0.41, -0.02, 0.72], [0.16, -0.24, -0.32], [-0.23, 0.46, -0.20], [-0.09, 0.53, -0.02], [0.42, -0.14, 0.71], [0.51, -0.74, -0.51], [-0.61, -0.25, -0.05], [0.25, 1.24, 0.30], [-0.35, 0.35, -0.46], [0.47, -0.53, -0.19], [-1.31, 0.69, 0.20], [-0.32, 0.18, 0.01], [-0.89, 0.33, 0.28], [0.29, -0.27, -0.20], [-0.11, -0.24, -0.91], [0.46, -0.42, -0.92], [-0.05, -0.09, 0.02]],
  "mulliken_charge": [-0.311, -0.604, -0.553, -0.071, -0.659, -0.374, -0.352, -0.289, -0.596, -0.348, -0.485, -0.253, -0.200, -0.282, -0.629, -0.383, -0.340, -0.626, -0.291, 0.239, 0.400, -0.328, -0.511, -0.349, -0.285, -0.217, -0.572, -0.180, -0.211, -0.709, 0.900, -0.416, 0.481, -0.659, 0.737, -0.168, 0.655, 0.768, -0.290, -1.072, 0.244, -0.966, -0.737, -1.035, 0.140, -0.297, 0.292, 0.765, -0.683, -1.096, 0.734, -0.956, -1.197, -0.484, 0.175, 1.097, -1.248, 0.722, 0.703, -0.744, -0.245, -0.554, -0.433, 0.313, 0.401, 0.032, 0.411, 0.425, 0.160, 0.331, 0.460, 0.318, 0.337, 0.345, 0.372, -0.030, 0.247, 0.125, 0.305, -0.057, 0.446, 0.195, 0.412, -0.142, 0.259, 0.295, -0.355, 0.128, 0.221, 0.355, 0.332, -0.021, 0.169, 0.403, 0.369, 0.141, 0.558, 0.396, -0.084, 0.379, -0.897, 0.394, 0.341, 0.316, 0.390, 0.299, 0.356, 0.269, 0.325, -0.090, -0.138, 0.137, 0.490, 0.345, 0.336, 0.344, 0.455, 0.261, 0.331, 0.243, 0.253, -0.567, 0.318, 0.312, 0.336, 0.287, 0.064, 0.297, 0.320, 0.305, 0.272, -0.043, 0.023, 0.076, -0.473],
  "e_homo_ev": -10.309,
  "multiplicity": 1,
  "smiles": "CCOC(=O)OC.CCOC(=O)OC.CCOC(=O)OC.CCOC(=O)OC.CCOC(=O)OC.CCOC(=O)OC.CCOC(=O)OC.CCOC(=O)OC.CCOC(=O)OC",
  "gap_ha": 0.3960
}